(1)
The following is a quantum chemistry calculation of the molecule C17H16ClN3OS, from the Open Molecules 2025 dataset.

Structure (ORCA input):
```
! RIJCOSX wB97M-V def2-TZVPD def2/J DEFGRID3
* xyz 0 1
C 2.987 1.974 3.412
N 2.440 1.230 2.317
C 1.149 0.994 2.030
C 1.092 0.222 0.859
C -0.248 -0.076 0.511
C -1.138 0.476 1.385
C -2.601 0.406 1.522
O -3.115 0.563 2.621
N -3.352 0.165 0.426
C -2.959 0.203 -0.967
C -4.239 0.616 -1.692
H -4.247 0.295 -2.732
C -5.322 -0.055 -0.850
H -6.303 0.395 -0.986
C -4.801 0.123 0.572
H -5.082 -0.691 1.244
H -5.146 1.060 1.023
H -5.386 -1.115 -1.099
H -4.354 1.699 -1.657
H -2.138 0.905 -1.124
H -2.645 -0.795 -1.300
S -0.384 1.358 2.710
H -0.536 -0.700 -0.313
C 2.459 0.040 0.508
N 3.227 0.654 1.403
C 3.045 -0.673 -0.611
C 2.268 -1.120 -1.679
C 2.843 -1.798 -2.736
C 4.209 -2.034 -2.733
C 5.002 -1.592 -1.684
C 4.419 -0.917 -0.632
H 5.016 -0.564 0.193
H 6.064 -1.780 -1.696
Cl 4.931 -2.885 -4.053
H 2.239 -2.141 -3.562
H 1.208 -0.925 -1.692
H 2.647 3.011 3.376
H 2.679 1.534 4.362
H 4.071 1.940 3.325
*
```

Calculated values
- E_tot: -1755.3126 Ha
- SMILES string: Cn1nc(-c2ccc(Cl)cc2)c2cc(C(=O)N3CCCC3)sc21
- Orbital gap: 8.458 eV
- HOMO energy: -0.29710 hartree

***

(2)
The following is a quantum chemistry calculation of the ion C3H7N4 with charge +1, from the Open Molecules 2025 dataset.

Structure (ORCA input):
```
! RIJCOSX wB97M-V def2-TZVPD def2/J DEFGRID3
* xyz 1 1
C -0.136 -0.200 1.764
C -0.778 0.360 0.704
C -2.095 0.992 0.823
N -0.277 0.169 -0.589
N 1.385 -1.117 -1.549
N 0.655 -0.351 -1.069
N 2.527 -0.806 -2.367
H 0.790 -0.599 1.693
H -0.585 -0.182 2.794
H -2.441 1.746 0.014
H -2.891 0.200 0.563
H -2.312 1.295 1.795
H 3.013 0.105 -2.267
H 3.142 -1.613 -2.310
*
```

Calculated values
- E_tot: -337.0832 Ha
- SMILES string: C=C(C)/N=N\N=[NH2+]
- Orbital gap: 8.302 eV
- HOMO energy: -0.52592 hartree

***

(3)
The following is a quantum chemistry calculation of a cluster of 9 separate species, C28H78N7O11 in total, from the Open Molecules 2025 dataset.

Structure (ORCA input):
```
! RIJCOSX wB97M-V def2-TZVPD def2/J DEFGRID3
* xyz -1 1
N 0.571 -0.069 0.055
O 1.168 0.428 -0.896
O 0.986 0.126 1.204
O -0.373 -0.806 -0.189
C -0.163 5.786 -10.064
C 0.240 5.329 -8.684
C -0.949 4.801 -7.789
O -0.586 3.959 -6.707
C -1.837 3.443 -6.128
N 1.244 4.286 -8.866
H -0.768 4.979 -10.477
H 0.605 6.112 -10.765
H -0.904 6.562 -9.874
H 0.627 6.236 -8.219
H -1.732 4.341 -8.391
H -1.444 5.681 -7.380
H -1.539 2.782 -5.314
H -2.377 2.841 -6.858
H -2.562 4.183 -5.788
H 0.751 3.564 -9.373
H 1.954 4.508 -9.549
C 0.594 3.027 11.430
C 0.155 2.921 9.931
C 0.719 1.712 9.198
O 2.119 1.503 9.294
C 2.527 0.384 8.575
N -1.269 2.964 9.812
H 0.260 2.251 12.120
H 0.388 4.015 11.841
H 1.680 3.096 11.473
H 0.554 3.802 9.429
H 0.422 1.772 8.151
H 0.278 0.759 9.490
H 3.613 0.422 8.654
H 2.271 0.359 7.516
H 2.143 -0.562 8.958
H -1.608 3.827 10.211
H -1.654 3.060 8.883
C 5.450 -3.927 -1.491
C 6.617 -3.509 -2.481
C 7.148 -4.595 -3.480
O 7.005 -5.833 -2.901
C 7.916 -6.031 -1.818
N 6.063 -2.414 -3.226
H 5.064 -3.048 -0.975
H 5.783 -4.630 -0.728
H 4.534 -4.182 -2.025
H 7.472 -3.237 -1.861
H 8.211 -4.552 -3.720
H 6.627 -4.529 -4.434
H 7.948 -5.268 -1.040
H 8.908 -5.986 -2.268
H 7.865 -7.007 -1.335
H 6.632 -2.212 -4.035
H 5.218 -2.805 -3.617
C 6.627 2.512 2.475
C 6.836 3.225 1.119
C 7.833 2.409 0.254
O 8.011 2.952 -1.036
C 9.172 2.540 -1.751
N 5.533 3.418 0.422
H 7.582 2.393 2.987
H 6.101 1.559 2.411
H 6.060 3.118 3.182
H 7.323 4.179 1.323
H 7.548 1.359 0.184
H 8.808 2.533 0.725
H 9.061 2.840 -2.793
H 9.298 1.460 -1.816
H 10.074 2.896 -1.252
H 4.895 2.682 0.690
H 5.045 4.183 0.865
C 0.248 -4.772 4.264
C -1.237 -4.747 4.727
C -1.537 -3.792 5.913
O -2.860 -3.905 6.184
C -3.270 -2.987 7.207
N -1.998 -4.305 3.569
H 0.857 -5.159 5.082
H 0.566 -3.753 4.046
H 0.348 -5.345 3.342
H -1.506 -5.767 5.002
H -1.163 -2.799 5.661
H -0.964 -4.180 6.754
H -4.351 -3.084 7.304
H -3.022 -2.037 6.732
H -2.756 -2.940 8.167
H -2.938 -4.175 3.914
H -1.745 -3.449 3.098
C -11.594 0.977 -3.904
C -10.496 0.709 -4.925
C -9.314 -0.129 -4.396
O -8.729 0.383 -3.195
C -7.652 -0.420 -2.594
N -11.149 0.039 -6.110
H -11.248 1.286 -2.918
H -12.270 0.131 -3.782
H -12.218 1.777 -4.303
H -10.090 1.656 -5.279
H -8.571 -0.302 -5.174
H -9.660 -1.113 -4.080
H -6.838 -0.569 -3.303
H -8.018 -1.421 -2.368
H -7.229 -0.032 -1.667
H -10.469 0.145 -6.850
H -11.091 -0.923 -5.807
C -2.410 -5.917 -5.104
C -1.625 -5.493 -3.847
O -1.141 -4.180 -4.134
H -2.759 -6.945 -5.016
H -1.916 -5.727 -6.057
H -3.235 -5.206 -5.161
H -0.795 -6.175 -3.665
H -2.284 -5.422 -2.982
H -1.250 -3.598 -3.379
C -4.687 2.588 3.311
C -3.635 3.471 2.689
O -2.426 3.394 3.414
H -4.300 1.580 3.457
H -5.652 2.504 2.811
H -4.943 2.939 4.311
H -3.928 4.521 2.699
H -3.485 3.203 1.643
H -1.939 2.587 3.233
*
```

Calculated values
- E_tot: -2324.2091 Ha
- Orbital gap: 6.324 eV
- HOMO energy: -0.15478 hartree

***

(4)
The following is a quantum chemistry calculation of a structure of composition C38H30BrClLaN3O5, from the Open Molecules 2025 dataset.

Structure (ORCA input):
```
! RIJCOSX wB97M-V def2-TZVPD def2/J DEFGRID3
* xyz -2 1
La -0.037 -0.715 0.361
C -3.022 1.479 3.148
C -2.536 1.459 4.467
C -1.321 0.901 4.720
C -0.518 0.376 3.662
N -1.038 0.369 2.376
C -2.235 0.906 2.174
C 0.780 -0.111 3.889
C 1.291 -0.476 5.157
C 2.316 -1.364 5.293
C 2.849 -1.965 4.117
C 2.519 -1.442 2.910
N 1.652 -0.394 2.785
H -3.972 1.927 2.903
H -3.124 1.888 5.272
H -0.942 0.875 5.731
H -2.590 0.903 1.149
H 0.825 -0.073 6.045
H 2.690 -1.648 6.267
H 3.518 -2.809 4.187
H 2.930 -1.839 1.990
C -3.681 -1.844 -2.874
C -4.306 -2.975 -2.355
C -3.785 -3.565 -1.224
C -2.641 -3.037 -0.605
N -2.061 -1.928 -1.121
C -2.565 -1.369 -2.208
C -2.018 -3.628 0.589
C -2.487 -4.852 1.089
C -1.910 -5.438 2.196
C -0.854 -4.798 2.825
C -0.391 -3.587 2.332
C -0.931 -2.940 1.206
H -4.055 -1.349 -3.758
H -5.189 -3.384 -2.830
H -4.278 -4.437 -0.821
H -2.052 -0.485 -2.565
H -3.307 -5.376 0.612
H -2.279 -6.390 2.566
H -0.393 -5.251 3.698
H 0.439 -3.127 2.862
Br 0.884 1.700 -6.318
C -0.222 2.583 -5.030
C -0.809 3.789 -5.386
C -1.625 4.426 -4.460
C -1.837 3.864 -3.217
C -1.234 2.656 -2.874
C -0.416 2.006 -3.796
C -1.475 2.044 -1.492
O -2.308 2.590 -0.765
O -0.775 1.031 -1.226
H -0.631 4.215 -6.363
H -2.088 5.368 -4.728
H -2.471 4.338 -2.481
H 0.046 1.071 -3.516
Cl 3.776 4.201 -4.186
C 3.468 2.618 -3.531
C 2.599 2.489 -2.463
C 2.351 1.228 -1.949
C 2.974 0.109 -2.489
C 3.852 0.269 -3.553
C 4.101 1.520 -4.088
C 2.709 -1.312 -1.940
O 3.382 -2.223 -2.424
O 1.841 -1.409 -1.033
H 2.108 3.359 -2.048
H 1.655 1.104 -1.127
H 4.336 -0.612 -3.951
H 4.763 1.645 -4.932
C 0.813 2.757 1.372
O 1.381 1.821 2.243
C 1.728 0.533 1.671
C 3.193 0.635 1.185
H 0.469 3.585 1.996
H -0.049 2.348 0.830
H 1.554 3.139 0.651
H 3.329 1.579 0.659
H 3.462 -0.169 0.502
H 3.876 0.618 2.042
*
```

Calculated values
- E_tot: -5072.4432 Ha
- Orbital gap (spin up / spin down): 3.335 / 3.334 eV
- HOMO energy (spin up / spin down): 0.01845 / 0.01847 hartree

***

(5)
The following is a quantum chemistry calculation of a structure of composition C23H24GeN4O3PPd, from the Open Molecules 2025 dataset.

Structure (ORCA input):
```
! RIJCOSX wB97M-V def2-TZVPD def2/J DEFGRID3
* xyz 2 2
Pd -0.566 -1.628 0.218
O -0.631 -1.181 2.399
N -0.361 -2.266 2.945
O -0.041 -3.197 2.285
N -2.408 -2.127 0.458
C -2.866 -3.023 1.121
N -3.441 -3.829 1.854
C -3.400 -5.158 1.657
N -3.368 -6.301 1.536
C 3.761 2.210 2.415
C 3.166 2.952 1.407
C 2.005 2.490 0.802
C 1.433 1.285 1.222
C 2.040 0.541 2.234
C 3.203 1.005 2.825
Ge -0.220 0.842 0.368
C -1.795 1.237 1.527
C -3.125 0.745 1.265
C -4.179 1.159 2.026
C -3.939 2.033 3.100
C -2.622 2.508 3.392
C -1.568 2.093 2.631
C -0.487 1.442 -1.422
C -1.739 1.867 -1.876
C -1.877 2.364 -3.163
C -0.772 2.437 -3.999
C 0.479 2.021 -3.554
C 0.622 1.520 -2.272
H 4.669 2.568 2.883
H 3.604 3.887 1.086
H 1.552 3.076 0.010
H 1.628 -0.403 2.552
H 3.679 0.426 3.605
H -3.281 0.045 0.454
H -5.184 0.815 1.827
H -4.762 2.341 3.734
H -2.480 3.189 4.221
H -0.563 2.431 2.851
H -2.610 1.825 -1.233
H -2.844 2.700 -3.512
H -0.882 2.829 -5.002
H 1.339 2.100 -4.207
H 1.601 1.218 -1.916
C 0.518 -1.967 -2.990
P 1.803 -2.147 -1.749
C 2.102 -3.899 -1.576
C 3.307 -1.358 -2.327
O 1.383 -1.515 -0.400
H 0.840 -2.450 -3.914
H 0.312 -0.916 -3.190
H -0.399 -2.465 -2.658
H 2.538 -4.293 -2.496
H 1.169 -4.427 -1.374
H 2.795 -4.070 -0.752
H 3.245 -1.156 -3.397
H 4.164 -2.003 -2.141
H 3.454 -0.423 -1.788
*
```

Calculated values
- E_tot: -3880.9633 Ha
- Orbital gap (spin up / spin down): 6.282 / 4.240 eV
- HOMO energy (spin up / spin down): -0.54836 / -0.54194 hartree

***

(6)
The following is a quantum chemistry calculation of a structure of composition C19H58BaFeN2O17P, from the Open Molecules 2025 dataset.

Structure (ORCA input):
```
! RIJCOSX wB97M-V def2-TZVPD def2/J DEFGRID3
* xyz 1 5
Fe -0.362 -0.582 -1.127
Ba -2.797 2.891 0.207
P -0.042 0.891 0.704
O -0.993 -0.303 0.822
O 1.134 0.085 0.152
O 0.176 1.887 1.839
O -0.700 1.329 -0.632
C 0.727 4.767 -0.103
O -0.297 4.247 0.725
H 0.464 5.697 -0.606
H 1.667 4.950 0.416
H 0.878 3.915 -0.766
H 0.024 3.410 1.068
C -1.136 4.024 -3.454
O -1.418 3.411 -2.235
H -0.872 3.350 -4.269
H -1.969 4.597 -3.859
H -0.271 4.678 -3.350
H -0.722 2.816 -1.947
C -2.153 2.132 4.358
O -2.027 2.502 2.990
H -2.097 1.052 4.500
H -1.245 2.602 4.735
H -3.070 2.553 4.771
H -1.151 2.252 2.688
C -3.250 -3.369 -2.837
C -2.346 -2.723 -1.789
C -1.004 -3.489 -1.671
O -0.122 -2.632 -0.888
C 1.106 -3.209 -0.435
N -2.040 -1.342 -2.138
H -3.902 -2.635 -3.310
H -3.865 -4.189 -2.466
H -2.622 -3.829 -3.600
H -2.909 -2.766 -0.857
H -0.513 -3.635 -2.633
H -1.033 -4.448 -1.154
H 1.720 -2.437 0.029
H 1.565 -3.724 -1.279
H 0.832 -3.920 0.344
H -2.963 -0.933 -2.100
H -1.811 -1.425 -3.118
C 1.468 1.866 -3.967
C 0.429 0.679 -3.802
C 0.106 -0.203 -5.073
O -0.580 -1.361 -4.584
C -1.240 -2.056 -5.637
N 1.025 -0.134 -2.716
H 1.737 2.334 -3.020
H 1.023 2.531 -4.708
H 2.415 1.543 -4.400
H -0.569 1.035 -3.547
H 1.052 -0.469 -5.545
H -0.501 0.398 -5.751
H -2.245 -1.635 -5.670
H -1.343 -3.089 -5.302
H -0.745 -2.019 -6.608
H 1.769 0.329 -2.213
H 1.578 -0.844 -3.173
C 2.369 0.880 3.922
C 3.181 2.187 3.526
O 2.662 2.784 2.296
O 1.135 1.199 4.433
H 2.926 0.208 4.575
H 2.303 0.259 3.029
H 4.198 1.828 3.366
H 3.233 2.926 4.325
H 1.837 2.329 2.115
H 0.643 1.698 3.777
C -3.587 -1.954 1.862
C -3.948 -0.505 2.124
O -3.334 0.307 1.160
O -2.228 -2.232 2.021
H -3.888 -2.184 0.840
H -4.010 -2.756 2.468
H -3.708 -0.216 3.147
H -5.036 -0.450 2.097
H -2.439 -0.025 1.050
H -1.749 -1.578 1.507
C 4.279 0.981 -0.237
C 4.388 -0.583 -0.037
O 3.490 -1.063 0.951
O 3.200 1.238 -1.092
H 5.263 1.303 -0.576
H 4.069 1.493 0.701
H 5.410 -0.895 0.182
H 4.059 -1.010 -0.985
H 2.608 -0.716 0.800
H 2.401 0.890 -0.690
C 1.272 -2.618 5.034
C 0.158 -2.068 4.095
O 0.727 -1.884 2.779
O 0.785 -2.959 6.319
H 2.028 -1.852 5.206
H 1.697 -3.518 4.589
H -0.185 -1.135 4.544
H -0.687 -2.755 4.052
H 0.235 -1.140 2.425
H 0.272 -3.770 6.289
*
```

Calculated values
- E_tot: -3777.7925 Ha
- Orbital gap (spin up / spin down): 7.522 / 7.269 eV
- HOMO energy (spin up / spin down): -0.40300 / -0.39379 hartree

***

Q: Which of these has the lowest E_tot?
A: C38H30BrClLaN3O5

***

Q: Which of these has the highest E_tot?
A: C3H7N4

***

Q: The lowest E_tot belongs to which entry?
A: C38H30BrClLaN3O5

***

Q: Among the records above, which one has the highest E_tot?
A: C3H7N4